A.
{"formula": "C4H7N", "method": "ωB97M-V with the def2-TZVPD basis set", "charge": 1, "spin_multiplicity": 2, "s_squared": 0.759, "homo_lumo_gap_ev": [10.234, 7.028], "species": ["C", "C", "C", "C", "N", "H", "H", "H", "H", "H", "H", "H"], "positions_angstrom": [[-1.606, -0.790, -0.294], [-0.178, -0.333, -0.243], [0.757, -0.421, -1.249], [1.094, 1.019, 1.212], [-0.028, 0.646, 0.723], [-1.871, -1.349, 0.598], [-1.846, -1.250, -1.242], [-2.175, 0.142, -0.398], [1.714, 0.079, -1.240], [0.605, -0.969, -2.185], [1.196, 1.856, 1.897], [2.097, 0.761, 0.831]], "lowdin_spin": [0.02, 0.21, 0.48, 0.11, 0.12, 0.01, 0.00, 0.01, 0.02, 0.02, 0.00, 0.01]}


B.
{"formula": "C4H7N", "method": "ωB97M-V with the def2-TZVPD basis set", "charge": 1, "spin_multiplicity": 2, "s_squared": 0.802, "homo_lumo_gap_ev": [6.477, 7.280], "species": ["C", "C", "C", "C", "N", "H", "H", "H", "H", "H", "H", "H"], "positions_angstrom": [[1.426, 1.111, -0.400], [-0.436, -0.260, 0.081], [-1.784, -0.393, 0.221], [0.303, -1.429, 0.073], [0.139, 0.989, 0.090], [1.524, 2.329, -0.202], [1.498, 0.927, -1.534], [2.278, 0.541, 0.038], [-2.440, 0.439, 0.147], [-2.141, -1.418, 0.495], [1.376, -1.421, 0.366], [-0.123, -2.486, 0.212]], "lowdin_spin": [0.09, 0.07, -0.08, 0.26, 0.57, 0.00, 0.04, 0.03, 0.00, 0.00, 0.01, 0.01]}


Energy comparison, zero being the most stable, in eV: A 0.000; B 1.877.


A.
{"formula": "C11H17NO2", "method": "ωB97M-V with the def2-TZVPD basis set", "homo_lumo_gap_ev": 9.017, "species": ["C", "C", "C", "O", "N", "H", "H", "H", "H", "H", "H", "H", "C", "C", "C", "C", "C", "C", "C", "C", "O", "H", "H", "H", "H", "H", "H", "H", "H", "H", "H"], "positions_angstrom": [[-2.499, 2.081, -0.436], [-2.707, 3.598, -0.571], [-3.299, 1.398, -1.523], [-4.507, 1.274, -1.404], [-2.675, 0.639, -2.485], [-1.470, 1.723, -0.498], [-2.934, 1.786, 0.482], [-2.457, 4.002, -1.552], [-3.295, 0.303, -3.200], [-1.777, 0.878, -2.868], [-2.236, 4.195, 0.204], [-3.789, 3.681, -0.478], [1.084, -2.276, -0.824], [-0.413, -2.676, -0.571], [1.736, -1.642, 0.393], [3.107, -1.790, 0.559], [1.058, -0.761, 1.231], [3.739, -1.009, 1.513], [1.665, -0.006, 2.214], [3.066, -0.075, 2.286], [3.710, 0.949, 2.905], [1.603, -3.214, -1.001], [1.074, -1.617, -1.688], [-1.073, -1.853, -0.798], [3.699, -2.501, 0.006], [0.022, -0.621, 0.943], [4.792, -1.119, 1.770], [1.208, 0.443, 3.084], [4.635, 0.858, 2.805], [-0.597, -2.963, 0.471], [-0.471, -3.689, -0.969]], "lowdin_charge": [-0.17, -0.09, -0.55, 0.04, 0.15, 0.10, 0.10, 0.08, 0.10, 0.09, 0.07, 0.07, -0.19, -0.10, -0.25, -0.04, -0.05, -0.04, 0.00, -0.33, 0.07, 0.10, 0.11, 0.05, 0.11, 0.10, 0.11, 0.12, 0.08, 0.07, 0.07]}


B.
{"formula": "C11H17NO2", "method": "ωB97M-V with the def2-TZVPD basis set", "homo_lumo_gap_ev": 8.375, "species": ["C", "C", "O", "C", "C", "C", "N", "C", "C", "C", "C", "C", "C", "H", "H", "H", "H", "H", "H", "H", "H", "O", "H", "H", "H", "H", "H", "H", "H", "H", "H"], "positions_angstrom": [[-0.773, 3.296, -2.803], [-1.067, 2.192, -1.791], [0.072, 1.733, -1.093], [0.982, 0.986, -1.868], [2.064, 0.388, -0.952], [1.524, -0.755, -0.083], [0.588, -0.256, 0.891], [-0.183, -1.090, 1.665], [0.132, -2.436, 1.864], [-0.643, -3.220, 2.699], [-1.741, -2.690, 3.352], [-2.062, -1.355, 3.161], [-1.298, -0.565, 2.329], [-1.552, 0.476, 2.179], [-2.919, -0.928, 3.663], [-2.342, -3.309, 4.002], [-0.382, -4.260, 2.839], [0.987, -2.871, 1.370], [0.149, 0.615, 0.624], [2.375, -1.220, 0.430], [1.064, -1.518, -0.737], [3.166, -0.039, -1.716], [2.899, -0.791, -2.258], [2.444, 1.184, -0.305], [0.450, 0.181, -2.403], [1.482, 1.623, -2.610], [-1.730, 2.574, -1.010], [-1.563, 1.346, -2.291], [-0.205, 2.915, -3.648], [-1.710, 3.704, -3.174], [-0.205, 4.091, -2.328]], "lowdin_charge": [-0.07, -0.26, -0.17, -0.17, -0.36, -0.16, 0.03, -0.27, -0.04, -0.10, -0.12, -0.10, -0.04, 0.11, 0.10, 0.09, 0.10, 0.10, 0.11, 0.13, 0.13, -0.02, 0.10, 0.16, 0.14, 0.13, 0.12, 0.12, 0.07, 0.08, 0.08]}


C.
{"formula": "C11H17NO2", "method": "ωB97M-V with the def2-TZVPD basis set", "homo_lumo_gap_ev": 9.057, "species": ["C", "C", "C", "C", "C", "C", "C", "C", "C", "C", "C", "H", "H", "H", "H", "H", "H", "H", "H", "H", "H", "H", "H", "H", "H", "H", "H", "H", "N", "O", "O"], "positions_angstrom": [[0.487, -0.575, -2.416], [1.383, -0.699, -1.166], [1.110, -1.711, -0.128], [1.909, -1.476, 1.149], [1.534, 0.009, 1.802], [0.156, -0.280, 2.266], [-1.445, 0.394, 0.620], [-1.233, 1.750, 0.926], [-1.803, 2.636, 0.026], [-2.197, 2.155, -1.216], [-2.305, -0.007, -0.285], [-1.167, 0.327, -3.171], [-0.493, -1.291, -2.374], [1.002, -1.303, -3.118], [2.639, -1.098, -1.755], [1.512, 0.722, -0.699], [1.512, -2.721, -0.179], [-0.038, -1.900, 0.050], [3.057, -1.856, 1.053], [1.050, -2.332, 1.961], [1.966, 0.192, 2.944], [1.600, 0.946, 1.139], [0.503, -0.983, 3.089], [0.029, 0.642, 2.828], [-0.422, 2.239, 1.729], [-1.998, 3.663, 0.415], [-2.505, 2.680, -2.175], [-2.602, -1.160, -0.428], [-2.597, 0.880, -1.280], [0.257, 0.702, -3.168], [-0.899, -0.546, 1.561]], "lowdin_charge": [-0.40, -0.21, -0.36, -0.17, -0.19, -0.46, -0.24, 0.00, -0.08, -0.15, -0.10, 0.30, 0.12, 0.09, 0.20, 0.21, 0.10, 0.13, 0.14, 0.21, 0.17, 0.08, 0.13, 0.09, 0.19, 0.12, 0.13, 0.18, 0.04, -0.22, -0.05]}


D.
{"formula": "C11H17NO2", "method": "ωB97M-V with the def2-TZVPD basis set", "homo_lumo_gap_ev": [7.931, 7.935], "species": ["C", "C", "C", "C", "C", "C", "C", "C", "C", "C", "C", "N", "O", "O", "H", "H", "H", "H", "H", "H", "H", "H", "H", "H", "H", "H", "H", "H", "H", "H", "H"], "positions_angstrom": [[1.543, -1.332, -0.122], [0.336, -1.918, 0.006], [-1.046, 0.106, 0.096], [0.512, 0.849, 0.265], [-1.033, -1.302, 0.003], [1.833, 0.129, -0.080], [0.395, -3.441, -0.105], [2.777, 0.596, 1.023], [2.184, 0.602, -1.487], [-2.706, 1.700, -0.836], [-3.224, 0.669, 1.141], [-2.078, 1.105, 0.350], [0.287, 2.144, 0.382], [-2.027, -2.006, -0.141], [2.514, -1.824, -0.252], [-0.057, -3.894, -0.903], [-0.140, -3.761, 0.830], [1.369, -3.678, -0.248], [3.226, 1.653, 0.872], [3.761, 0.059, 1.053], [2.422, 0.672, 1.950], [3.076, 0.080, -1.729], [2.225, 1.607, -1.605], [1.539, 0.363, -2.294], [-3.105, 2.698, -0.747], [-1.946, 1.583, -1.590], [-3.534, 1.175, -1.238], [-2.880, -0.152, 1.924], [-3.685, 1.481, 1.504], [-3.882, 0.037, 0.555], [-0.623, 2.326, 0.591]], "lowdin_charge": [-0.02, -0.15, -0.04, -0.02, -0.41, -0.47, -0.03, -0.02, -0.01, -0.09, -0.08, -0.23, 0.10, 0.04, 0.13, 0.05, 0.11, 0.03, 0.13, 0.10, 0.03, 0.09, 0.06, 0.09, 0.09, 0.09, 0.07, 0.14, 0.04, 0.08, 0.09]}


Energy comparison, zero being the most stable, in eV: A 0.181; B 0.000; C 12.496; D 4.533.


A.
{"formula": "CH3F2N4O", "method": "ωB97M-V with the def2-TZVPD basis set", "charge": 1, "homo_lumo_gap_ev": [10.336, 10.335], "species": ["C", "N", "N", "N", "N", "O", "F", "F", "H", "H", "H"], "positions_angstrom": [[-1.768, -0.618, -0.119], [0.350, -0.294, 0.975], [-0.815, -0.616, 0.527], [0.796, 1.315, -0.599], [1.129, 0.325, -0.031], [-2.776, -0.600, -0.778], [2.592, 0.385, 0.913], [1.729, -1.022, -0.696], [0.638, -0.890, 1.795], [1.415, 1.775, -1.299], [-3.292, 0.241, -0.687]], "lowdin_charge": [-0.07, 0.09, 0.20, 0.26, -0.20, 0.33, -0.15, -0.09, 0.23, 0.17, 0.23]}


B.
{"formula": "CH3F2N4O", "method": "ωB97M-V with the def2-TZVPD basis set", "charge": 1, "homo_lumo_gap_ev": [9.701, 4.561], "species": ["C", "N", "N", "N", "N", "O", "F", "F", "H", "H", "H"], "positions_angstrom": [[0.698, -0.252, -0.248], [2.723, 0.170, 0.772], [1.989, 0.201, -0.147], [-0.317, 0.604, -0.267], [-2.838, -0.121, -0.199], [0.489, -1.514, -0.489], [-3.018, 1.151, 0.081], [-2.857, -0.821, 0.894], [3.718, 0.526, 0.504], [-0.192, 1.585, -0.066], [-0.394, -1.528, -0.836]], "lowdin_charge": [-0.43, 0.30, 0.16, 0.29, 0.00, 0.21, 0.00, 0.03, 0.20, 0.11, 0.13]}


Energy comparison, zero being the most stable, in eV: A 1.212; B 0.000.


A.
{"formula": "C6H7F", "method": "ωB97M-V with the def2-TZVPD basis set", "homo_lumo_gap_ev": [9.133, 7.779], "species": ["C", "C", "C", "C", "C", "C", "F", "H", "H", "H", "H", "H", "H", "H"], "positions_angstrom": [[-2.851, -0.784, 1.897], [-1.710, -0.640, 1.522], [-1.033, 2.902, -0.999], [-0.180, 2.111, -0.428], [0.813, -0.457, 1.328], [-0.613, -0.668, 0.719], [1.116, 1.942, -0.458], [-3.711, -0.898, 2.470], [-0.835, 3.677, -1.641], [-2.038, 2.829, -0.651], [1.516, -0.241, 0.511], [0.899, -1.432, 1.844], [0.775, 0.347, 2.061], [-0.467, -1.335, -0.108]], "lowdin_charge": [0.14, -0.19, 0.00, -0.13, -0.11, -0.16, 0.06, 0.01, 0.03, 0.05, 0.06, 0.08, 0.07, 0.10]}


B.
{"formula": "C6H7F", "method": "ωB97M-V with the def2-TZVPD basis set", "homo_lumo_gap_ev": 9.883, "species": ["C", "C", "C", "C", "C", "C", "F", "H", "H", "H", "H", "H", "H", "H"], "positions_angstrom": [[1.086, -0.871, -0.325], [2.150, -1.564, 0.080], [0.247, -0.731, 0.998], [-0.209, 0.746, 0.946], [-0.781, 0.923, -0.431], [-0.008, -0.007, -1.334], [-0.746, -1.048, -1.862], [-0.469, -1.548, 0.962], [0.919, -0.859, 1.871], [-0.870, 0.954, 1.799], [0.900, 1.232, 0.954], [-1.886, 0.542, -0.414], [-0.927, 1.918, -0.937], [0.595, 0.312, -2.305]], "lowdin_charge": [-0.28, 0.20, -0.23, -0.19, -0.18, -0.25, -0.03, 0.12, 0.10, 0.11, 0.17, 0.16, 0.13, 0.17]}


Energy comparison, zero being the most stable, in eV: A 1.668; B 0.000.